[1]
C13H32BN8O2PPdS2 as an isolated structure, computed with ωB97M-V with the def2-TZVPD basis set.

Geometry (Å):
Pd  -0.988  0.781  -0.703
S  1.044  0.422  -2.117
S  -1.852  -1.492  -0.970
P  1.380  0.810  1.645
O  2.032  2.074  1.153
O  -0.022  0.419  1.291
N  -2.995  1.378  0.182
N  -1.192  -2.867  1.262
N  2.186  2.304  3.748
N  0.402  -2.951  -0.221
N  0.747  -2.269  -2.706
N  -0.521  3.040  -0.728
N  -0.049  -0.917  -4.211
N  3.302  -0.169  0.004
C  -0.202  -3.658  1.792
C  -0.412  0.303  -4.917
C  -2.915  2.382  1.261
C  0.783  -3.711  0.867
C  -2.416  3.728  0.754
C  1.432  1.022  3.496
C  -0.924  3.810  0.466
C  0.586  -0.982  -3.029
C  -2.448  -2.540  1.916
C  -0.307  -2.198  -4.647
C  2.568  -0.539  1.246
C  0.191  -3.033  -3.709
C  -0.813  -2.442  0.033
B  1.402  -2.870  -1.449
H  3.727  0.756  0.096
H  -0.303  -4.140  2.748
H  0.212  -4.106  -3.669
H  -3.650  1.696  -0.527
H  1.743  -3.992  -1.696
H  -3.285  -2.800  1.274
H  2.352  -2.197  -1.112
H  1.905  0.206  4.037
H  -0.801  -2.393  -5.582
H  2.058  -1.485  1.074
H  3.088  2.153  4.196
H  -2.231  1.991  2.017
H  0.459  0.942  -5.032
H  0.486  3.111  -0.851
H  -1.186  0.840  -4.370
H  -2.645  4.477  1.514
H  -2.988  4.030  -0.131
H  -2.483  -1.475  2.142
H  0.414  1.134  3.861
H  -3.892  2.513  1.732
H  1.705  -4.265  0.865
H  -3.368  0.499  0.528
H  -0.363  3.405  1.310
H  2.616  -0.120  -0.805
H  2.339  2.710  2.789
H  -0.636  4.859  0.357
H  -0.793  0.029  -5.897
H  3.292  -0.660  2.052
H  1.663  2.961  4.326
H  -0.933  3.460  -1.557
H  -2.509  -3.108  2.840
H  4.007  -0.865  -0.237

Forces on atoms 1 to 3 (eV/Å):
Pd 0.055 0.056 -0.116
S -0.029 -0.008 0.025
S -0.021 -0.072 -0.012

For the largest force on an atom, the calculation gives 0.1 eV Å⁻¹. As for the net charge: +2. The HOMO energy (spin up / spin down) is -12.209 / -13.257 eV. Its expectation value of S² is 2.01. The spin multiplicity is 3. The value obtained for the relative energy (zero: lowest compared OMol25 entry of this formula, charge and spin) is 0.0 kcal/mol.

=====

[2]
A 10-piece molecular cluster, ClH18O9 overall, computed with ωB97M-V with the def2-TZVPD basis set.

Geometry (Å):
Cl  -0.092  0.125  -0.008
O  -2.715  0.907  -2.376
O  0.398  -0.311  -3.604
O  -2.230  -1.300  2.276
O  1.313  1.131  2.766
O  1.149  -2.169  2.314
O  2.521  -1.625  -0.722
O  -0.335  -2.678  -1.635
O  -1.159  3.118  1.792
O  1.569  2.991  -0.845
H  -1.570  -1.399  1.589
H  0.804  -1.544  1.676
H  0.105  0.017  -2.754
H  1.814  -1.678  2.796
H  -2.147  0.738  -1.625
H  -1.883  -1.799  3.015
H  1.621  3.148  -1.788
H  0.643  -1.221  -3.438
H  2.203  -2.249  -1.374
H  1.735  1.988  2.818
H  1.797  -1.010  -0.605
H  -1.903  3.473  1.307
H  0.990  1.077  1.867
H  -0.507  -3.360  -0.986
H  0.964  2.254  -0.758
H  -0.441  -1.857  -1.154
H  -3.589  1.006  -1.999
H  -1.053  2.229  1.454

Forces on atoms 1 to 3 (eV/Å):
Cl -0.283 0.109 -0.148
O -0.176 0.150 -0.397
O 0.160 0.194 -0.521

For the largest force on an atom, the calculation gives 0.8 eV Å⁻¹. As for the net charge: -1. The HOMO energy is -7.196 eV. The value obtained for the relative energy (zero: lowest compared OMol25 entry of this formula, charge and spin) is 6.4 kcal/mol.

=====

[3]
C27H75BeN6O11 as an isolated structure in a non-equilibrium geometry, computed with ωB97M-V with the def2-TZVPD basis set.

Geometry (Å):
O  -1.135  -1.115  0.063
O  6.198  0.376  2.703
O  -4.485  -3.909  4.590
O  -1.863  -4.969  -1.241
O  -1.742  0.073  -1.625
O  -0.754  -0.236  4.290
O  -2.772  2.425  -4.098
O  0.359  -0.251  -1.443
O  -4.380  -0.881  -1.067
O  -1.110  3.072  -1.667
O  1.960  -3.165  -0.041
N  -1.734  -3.626  2.124
N  2.740  -1.571  -2.515
N  2.842  -0.881  2.183
N  1.761  1.405  3.552
N  -0.429  2.952  -5.617
N  1.364  3.164  -2.995
C  -5.463  -4.888  5.024
C  -0.155  4.072  -1.314
C  -4.063  1.818  -3.998
C  -0.608  -4.301  -1.081
C  -4.932  0.110  -0.231
C  0.530  2.165  1.551
C  4.180  -0.559  1.912
C  1.226  3.461  -1.560
C  0.435  1.557  2.999
C  3.046  -3.491  -0.876
C  2.018  -3.817  1.237
C  -3.589  -4.403  3.530
C  -2.805  -3.154  2.971
C  6.982  1.232  3.546
C  4.892  0.051  3.127
C  -1.298  3.999  -5.131
C  -0.513  0.304  3.010
C  -3.746  -2.239  2.212
C  -2.744  3.508  -5.083
C  -1.386  0.609  5.228
C  -1.208  5.232  -6.096
C  -2.381  3.377  -1.175
C  -0.809  -0.394  -1.010
C  2.905  -2.989  -2.312
C  2.450  4.243  -1.109
C  4.074  -3.414  -3.159
C  4.159  0.432  0.683
Be  -0.420  1.505  -3.514
H  1.506  4.042  -3.473
H  3.944  -3.148  -0.362
H  -2.908  -5.170  3.896
H  -0.936  4.360  -4.169
H  2.480  5.223  -1.585
H  -4.431  0.272  0.723
H  -1.337  -2.748  1.819
H  -4.844  2.534  -3.745
H  0.026  2.326  3.655
H  -0.323  2.820  1.377
H  -0.124  -0.575  2.495
H  -3.342  4.329  -4.688
H  0.374  3.453  -5.971
H  -6.002  -0.086  -0.156
H  2.470  4.315  -0.022
H  1.991  -3.453  -2.684
H  -3.143  3.099  -6.011
H  -1.464  0.481  2.509
H  -0.068  -4.791  -0.271
H  1.145  -3.500  1.807
H  -4.077  1.075  -3.201
H  -4.773  1.027  -0.799
H  -4.901  -5.760  5.359
H  -1.406  4.961  -7.133
H  2.475  -1.425  1.416
H  -2.832  4.227  -1.686
H  4.992  -2.891  -2.891
H  -0.777  2.523  -6.463
H  2.934  -3.712  1.819
H  5.151  0.713  0.331
H  4.361  0.950  3.442
H  -0.619  1.293  5.590
H  1.612  0.939  4.435
H  7.972  1.367  3.111
H  -4.261  -2.734  1.389
H  -0.153  5.501  -6.068
H  0.585  1.382  0.794
H  -3.146  2.617  -1.333
H  1.272  2.506  -1.038
H  3.868  -3.094  -4.180
H  7.151  0.708  4.487
H  -2.129  -3.998  1.272
H  -2.416  3.651  -0.120
H  3.439  -1.265  -1.853
H  1.906  -1.205  -2.077
H  3.212  -4.564  -0.966
H  3.579  1.280  1.048
H  -3.193  -1.400  1.791
H  6.504  2.193  3.740
H  2.304  2.816  -3.120
H  -2.268  -2.654  3.777
H  -2.484  -4.469  -1.775
H  -4.532  -1.753  2.791
H  -5.980  -5.156  4.103
H  2.245  0.682  3.038
H  1.882  -4.873  1.004
H  4.813  -1.422  1.711
H  -0.013  -4.391  -1.990
H  -0.616  -3.247  -0.801
H  1.427  2.758  1.371
H  -6.105  -4.530  5.829
H  -0.238  -1.352  0.308
H  -4.321  1.239  -4.885
H  -0.329  4.382  -0.284
H  4.247  -4.490  -3.180
H  -0.234  4.950  -1.955
H  3.441  3.874  -1.375
H  3.679  0.087  -0.233
H  -1.764  0.111  6.121
H  -3.474  -0.634  -1.268
H  2.627  -1.328  3.063
H  4.903  -0.644  3.967
H  -1.794  6.074  -5.726
H  -4.191  -4.838  2.731
H  -2.162  1.269  4.842

Forces on atoms 1 to 3 (eV/Å):
O 1.317 0.252 0.090
O 0.645 0.387 -0.238
O 0.406 -0.339 -0.253

For the largest force on an atom, the calculation gives 4.9 eV Å⁻¹. As for the net charge: +1. The HOMO energy is -10.546 eV. The value obtained for the relative energy (zero: lowest compared OMol25 entry of this formula, charge and spin) is 18.0 kcal/mol.

=====

[4]
A single C5H15N3 molecule in a non-equilibrium geometry, computed with ωB97M-V with the def2-TZVPD basis set.

Geometry (Å):
N  2.790  -0.530  2.032
N  -1.610  1.049  -2.851
N  0.378  -0.463  -0.083
C  -0.882  -0.071  -0.680
C  -1.703  0.964  0.125
C  0.388  -0.816  1.321
C  1.707  -1.458  1.714
C  -0.552  0.411  -2.112
H  -1.283  1.898  -3.288
H  1.170  0.127  -0.308
H  3.321  -0.271  1.213
H  1.549  -2.132  2.559
H  2.431  0.324  2.444
H  -2.413  1.258  -2.277
H  -0.174  -0.473  -2.624
H  -0.424  -1.519  1.501
H  0.205  0.055  1.956
H  -2.581  0.493  0.562
H  -1.485  -0.982  -0.709
H  -1.160  1.367  0.977
H  2.035  -2.118  0.914
H  0.334  1.037  -1.982
H  -2.043  1.851  -0.407

Forces on atoms 1 to 3 (eV/Å):
N 0.001 0.098 -0.067
N -0.211 0.005 -0.251
N 0.421 -0.351 -0.011

For the largest force on an atom, the calculation gives 1.3 eV Å⁻¹. The HOMO energy is -8.619 eV. The value obtained for the relative energy (zero: lowest compared OMol25 entry of this formula, charge and spin) is 28.6 kcal/mol.

=====

Going through the records in order, we get molecular weight values of 544.8, 197.6, 668.9, 117.2 g mol⁻¹.
Going through the records in order, we get E_tot values of -2393.2338, -1148.2868, -2244.1891, -363.7414 Eh.